# C4H6N2O2

A single C4H6N2O2 molecule (ωB97M-V/def2-TZVPD, the OMol25 dataset).

```
! RIJCOSX wB97M-V def2-TZVPD def2/J DEFGRID3
* xyz 0 1
H 2.96 -0.02 -0.43
N 2.20 -0.75 -0.52
C 1.10 -0.20 -0.29
N 0.88 1.12 0.29
O -0.57 1.41 0.42
C -0.92 0.68 -0.56
C -1.79 -0.53 -0.58
C -0.35 -0.80 -0.29
O -0.47 -0.97 1.19
H 1.47 1.27 1.19
H -0.82 1.12 -1.61
H -2.56 -0.80 0.20
H -2.27 -0.72 -1.62
H -0.28 -1.93 1.36
*
```

- ΔE to the lowest compared entry with this formula, charge and spin: 180.1 kcal per mole
- F_max: 0.1205 hartree/bohr
- E_HOMO: -8.8988 eV
- Electronic energy: -11313.2316 eV

***

# C4H6N2O2

A single C4H6N2O2 molecule (ωB97M-V/def2-TZVPD, the OMol25 dataset).

```
! RIJCOSX wB97M-V def2-TZVPD def2/J DEFGRID3
* xyz 0 1
C 0.72 1.68 1.37
C 0.51 1.05 -0.06
N 0.31 -0.39 -0.14
N -0.63 -0.99 0.53
C -1.16 -1.94 -0.20
C -0.57 -1.90 -1.59
O -0.87 -2.57 -2.54
O 0.34 -0.80 -1.45
H 0.72 2.76 1.28
H -0.14 1.41 1.93
H 1.65 1.36 1.90
H -0.38 1.52 -0.68
H 1.44 1.29 -0.62
H -1.94 -2.48 0.28
*
```

- ΔE to the lowest compared entry with this formula, charge and spin: 74.2 kcal per mole
- F_max: 0.0496 hartree/bohr
- E_HOMO: -9.2823 eV
- Electronic energy: -11317.8264 eV

***

# C4H6N2O2

A single C4H6N2O2 molecule (ωB97M-V/def2-TZVPD, the OMol25 dataset).

```
! RIJCOSX wB97M-V def2-TZVPD def2/J DEFGRID3
* xyz 0 1
C 0.87 -1.27 -0.98
N 1.20 0.01 -1.27
O 0.81 0.82 -0.11
C -0.46 1.32 -0.74
N -1.28 1.26 0.17
O -0.79 0.59 1.19
C -0.63 -0.85 1.04
C 0.42 -1.50 0.38
H 0.95 -2.11 -1.62
H -0.84 1.82 -1.79
H -1.71 -1.10 0.58
H -0.69 -1.22 2.17
H 0.32 -2.60 0.42
H 1.23 -1.15 1.10
*
```

- ΔE to the lowest compared entry with this formula, charge and spin: 200.3 kcal per mole
- F_max: 0.1747 hartree/bohr
- E_HOMO: -9.0469 eV
- Electronic energy: -11312.3580 eV

***

# C4H6N2O2

A molecular structure, C4H6N2O2 (ωB97M-V/def2-TZVPD, the OMol25 dataset).

```
! RIJCOSX wB97M-V def2-TZVPD def2/J DEFGRID3
* xyz 0 1
C -1.12 -0.77 -0.17
C -0.62 0.42 0.10
C -3.04 -0.16 0.03
C 0.81 0.93 0.05
N -1.49 1.49 0.17
N -0.78 -2.07 -0.59
O -4.05 -0.74 -0.24
O -2.84 1.09 0.39
H 1.22 1.09 -0.91
H 1.53 0.11 0.60
H 0.86 1.83 0.75
H -1.29 2.15 0.91
H -1.33 -2.86 -0.13
H 0.17 -2.35 -0.56
*
```

- ΔE to the lowest compared entry with this formula, charge and spin: 106.2 kcal per mole
- F_max: 0.0913 hartree/bohr
- E_HOMO: -8.0286 eV
- Electronic energy: -11316.4376 eV